Entry 1:
ORCA calculation (ωB97M-V/def2-TZVPD) on a cluster of 3 separate species, C7H9NO2 in total at a distorted geometry.

Its multiplicity is 3. The HOMO energy (alpha / beta) comes out at -7.01 / -10.01 eV. The calculation puts the energy above the lowest of the compared OMol25 structures with the same formula, charge and spin at 5.780 eV. The value obtained for the HOMO-LUMO gap (alpha / beta) is 0.267 / 0.293 Eh. The total energy comes out at -477.04259 Eh.

Each line ends with the Löwdin charge.
Geometry (Å):
C (0.951, -1.512, -1.218)  0.080
C (2.463, -1.079, -3.470)  -0.237
C (3.635, -0.603, -3.273)  0.123
C (-1.692, -2.946, 3.298)  -0.439
C (-1.057, 2.265, 0.897)  -0.152
C (-0.335, 1.513, -0.210)  -0.245
C (-0.091, 0.092, 0.443)  -0.230
N (0.562, -0.700, -0.464)  -0.029
O (-2.812, -2.818, 3.186)  0.234
O (-0.545, -3.009, 3.454)  0.201
H (1.968, -0.973, -2.431)  -0.074
H (1.653, -1.177, -4.203)  0.052
H (-0.389, 2.089, 1.770)  0.060
H (-2.118, 1.852, 1.030)  0.087
H (-1.213, 3.517, 0.853)  0.136
H (0.593, 2.023, -0.638)  0.136
H (-0.913, 1.539, -1.042)  0.058
H (0.443, 0.181, 1.348)  0.108
H (-1.102, -0.255, 0.669)  0.129

Entry 2:
ORCA calculation (ωB97M-V/def2-TZVPD) on a structure of composition C24H46FN2O9S3 at a distorted geometry.

Its multiplicity is 1. The total charge is +1. The HOMO energy comes out at -11.46 eV. The calculation puts the energy above the lowest of the compared OMol25 structures with the same formula, charge and spin at 1.243 eV. The value obtained for the HOMO-LUMO gap is 0.284 Eh. The total energy comes out at -3022.41370 Eh.

Each line ends with the Löwdin charge.
Geometry (Å):
C (-3.574, -0.532, -2.312)  0.010
C (-2.673, -1.726, -1.916)  -0.344
O (-2.525, -1.962, -0.733)  0.165
N (-1.977, -2.488, -3.049)  0.054
H (-1.817, -3.419, -2.660)  0.181
H (-2.604, -2.528, -4.030)  0.268
C (-0.803, -1.881, -3.602)  -0.060
H (-4.101, -0.567, -3.301)  0.088
H (-2.934, 0.348, -2.322)  0.056
H (-4.553, -0.337, -1.684)  0.128
H (-0.789, -0.807, -3.823)  0.114
H (-0.451, -2.622, -4.470)  0.166
H (-0.193, -1.930, -2.818)  0.010
C (2.495, 1.081, -4.275)  0.052
C (2.877, 1.249, -2.807)  -0.321
O (3.260, 2.311, -2.374)  0.176
N (2.867, -0.072, -2.014)  0.063
H (1.891, -0.165, -1.506)  0.104
H (3.022, -0.977, -2.415)  0.157
C (3.771, -0.126, -0.851)  0.028
H (3.139, 0.408, -4.696)  0.066
H (2.554, 2.015, -4.834)  0.118
H (1.584, 0.693, -4.277)  0.027
H (3.896, 0.671, -0.469)  -0.029
H (4.814, -0.287, -1.459)  0.187
H (3.485, -0.825, -0.169)  0.062
O (0.262, -0.285, -1.023)  -0.391
H (-0.277, -0.044, -0.293)  -0.116
F (-2.997, 6.304, -2.195)  0.047
C (-2.248, 5.211, -1.849)  -0.270
C (-2.433, 4.044, -2.583)  0.010
C (-1.568, 2.860, -2.290)  -0.090
C (-0.590, 3.056, -1.307)  -0.133
C (-0.368, 4.267, -0.593)  -0.068
C (-1.229, 5.329, -0.906)  -0.009
H (-3.001, 3.942, -3.514)  0.112
H (-1.595, 2.017, -3.012)  0.084
H (0.297, 2.140, -1.328)  0.139
H (0.381, 4.330, 0.156)  0.096
H (-1.022, 6.276, -0.431)  0.120
C (2.496, -0.584, 2.647)  -0.152
C (1.260, 0.247, 2.448)  -0.225
C (1.388, 1.441, 3.198)  -0.219
S (3.089, 1.841, 3.158)  0.687
O (3.489, 2.236, 4.524)  -0.320
O (3.378, 2.820, 2.148)  -0.294
C (3.726, 0.313, 2.796)  -0.192
H (2.602, -1.407, 1.986)  0.094
H (2.236, -1.032, 3.453)  0.061
H (0.391, -0.139, 2.716)  0.084
H (1.230, 0.375, 1.535)  0.025
H (1.083, 1.436, 4.149)  0.081
H (0.945, 2.404, 2.838)  0.137
H (4.382, -0.139, 3.527)  0.134
H (4.141, 0.415, 1.887)  0.045
C (-2.439, 1.287, 2.908)  -0.215
C (-2.246, 1.929, 1.576)  -0.274
C (-3.354, 2.693, 1.111)  -0.225
S (-4.610, 1.628, 1.535)  0.699
O (-4.780, 0.610, 0.521)  -0.323
O (-5.774, 2.335, 1.985)  -0.287
C (-3.841, 0.782, 2.922)  -0.203
H (-2.371, 1.987, 3.688)  0.108
H (-1.766, 0.436, 3.158)  0.125
H (-1.841, 1.248, 0.900)  0.090
H (-1.258, 2.455, 1.566)  0.127
H (-3.233, 2.870, 0.151)  0.063
H (-3.500, 3.563, 1.564)  0.093
H (-3.779, -0.335, 3.016)  0.139
H (-4.359, 1.124, 3.783)  0.091
C (1.975, -4.087, 0.040)  -0.147
C (1.956, -5.561, 0.610)  -0.240
C (1.590, -5.615, 1.954)  -0.233
S (0.259, -4.394, 2.221)  0.702
O (0.465, -3.690, 3.463)  -0.309
O (-0.930, -5.135, 1.917)  -0.313
C (0.702, -3.469, 0.707)  -0.211
H (1.701, -4.307, -0.929)  0.070
H (2.914, -3.544, 0.272)  0.116
H (3.004, -6.025, 0.364)  0.171
H (1.326, -6.137, 0.110)  0.069
H (2.226, -5.195, 2.456)  0.011
H (1.196, -6.535, 2.325)  0.130
H (0.786, -2.277, 0.910)  0.131
H (-0.168, -3.798, 0.250)  0.039

Entry 3:
ORCA calculation (ωB97M-V/def2-TZVPD) on a structure of composition C50H108N10O10 at a distorted geometry.

Its multiplicity is 1. The HOMO energy comes out at -7.52 eV. The value obtained for the HOMO-LUMO gap is 0.287 Eh. The total energy comes out at -3267.77893 Eh.

Each line ends with the Löwdin charge.
Geometry (Å):
C (27.788, 23.738, -16.490)  -0.206
C (26.381, 24.335, -16.228)  -0.178
C (25.617, 24.008, -14.948)  -0.097
C (26.214, 24.581, -13.688)  0.003
N (26.661, 24.988, -12.722)  0.009
H (28.296, 24.040, -17.405)  0.021
H (27.789, 22.652, -16.584)  0.087
H (28.464, 24.001, -15.677)  -0.010
H (25.757, 24.095, -17.088)  0.059
H (26.392, 25.424, -16.208)  -0.032
H (25.618, 22.928, -14.803)  0.142
H (24.562, 24.257, -15.069)  -0.038
C (29.256, 25.105, -14.748)  -0.088
C (30.745, 25.206, -14.385)  -0.155
C (31.062, 24.420, -13.133)  -0.152
C (30.707, 23.011, -12.993)  -0.200
N (30.398, 21.880, -12.920)  0.192
H (29.178, 24.122, -15.213)  0.032
H (28.949, 25.849, -15.483)  0.055
H (28.606, 25.090, -13.874)  0.098
H (30.848, 26.288, -14.302)  0.053
H (31.307, 24.871, -15.257)  0.128
H (30.643, 24.824, -12.212)  0.074
H (32.126, 24.575, -12.953)  0.133
C (28.562, 26.277, -17.823)  -0.140
C (30.081, 25.989, -18.075)  -0.154
C (30.980, 27.115, -17.547)  -0.107
C (30.805, 27.449, -16.161)  -0.085
N (30.653, 27.649, -15.009)  0.051
H (28.170, 27.026, -18.511)  0.150
H (28.469, 26.599, -16.786)  0.056
H (27.916, 25.415, -17.989)  0.074
H (30.329, 25.831, -19.125)  0.128
H (30.304, 25.138, -17.432)  0.075
H (30.718, 27.999, -18.127)  0.130
H (32.042, 26.909, -17.681)  0.136
C (29.120, 26.436, -11.227)  -0.006
C (27.903, 26.827, -12.092)  -0.227
C (26.586, 26.410, -11.537)  -0.230
C (25.532, 27.151, -12.161)  -0.197
N (24.680, 27.780, -12.669)  0.186
H (29.564, 25.534, -11.647)  0.025
H (28.683, 26.280, -10.241)  0.071
H (29.870, 27.227, -11.204)  0.087
H (27.849, 26.323, -13.057)  0.063
H (27.996, 27.894, -12.295)  0.062
H (26.537, 26.695, -10.486)  0.138
H (26.330, 25.371, -11.745)  -0.025
C (19.604, 22.800, -17.707)  -0.111
O (20.039, 21.484, -18.090)  -0.171
C (19.648, 20.535, -17.103)  -0.216
C (20.763, 19.990, -16.249)  -0.247
N (21.831, 19.385, -16.950)  -0.050
C (22.782, 20.329, -17.521)  -0.180
C (24.096, 20.555, -16.710)  -0.103
O (24.614, 21.762, -17.442)  -0.249
C (26.052, 21.940, -17.412)  -0.110
H (19.986, 23.546, -18.403)  0.021
H (20.030, 23.148, -16.766)  0.095
H (18.537, 22.912, -17.516)  0.097
H (19.240, 19.708, -17.684)  0.123
H (18.762, 20.883, -16.573)  0.119
H (20.305, 19.122, -15.775)  0.124
H (20.979, 20.689, -15.441)  0.115
H (22.311, 18.829, -16.258)  0.107
H (22.299, 21.292, -17.683)  0.091
H (23.045, 19.934, -18.503)  0.122
H (24.747, 19.710, -16.934)  0.113
H (24.023, 20.690, -15.631)  0.110
H (26.510, 22.834, -17.835)  0.064
H (26.441, 21.126, -18.024)  0.110
H (26.378, 21.886, -16.373)  0.080
C (25.558, 26.974, -6.220)  -0.136
O (25.609, 25.648, -6.723)  -0.151
C (26.921, 25.410, -7.223)  -0.244
C (26.963, 24.200, -8.117)  -0.214
N (26.989, 22.882, -7.400)  -0.042
C (26.838, 21.835, -8.400)  -0.226
C (27.664, 21.946, -9.656)  -0.207
O (27.104, 22.900, -10.572)  -0.189
C (27.751, 23.169, -11.808)  -0.088
H (26.383, 27.237, -5.558)  0.076
H (24.641, 27.047, -5.636)  0.090
H (25.779, 27.861, -6.814)  0.082
H (27.620, 25.085, -6.452)  0.125
H (27.367, 26.249, -7.755)  0.113
H (27.932, 24.244, -8.613)  0.111
H (26.114, 24.303, -8.792)  0.119
H (26.322, 22.880, -6.642)  0.106
H (25.789, 21.723, -8.674)  0.116
H (27.045, 20.868, -7.940)  0.114
H (27.734, 21.006, -10.203)  0.122
H (28.702, 22.158, -9.399)  0.124
H (28.841, 23.165, -11.822)  0.054
H (27.310, 24.025, -12.318)  -0.064
H (27.389, 22.501, -12.590)  0.103
C (26.498, 26.730, -15.732)  -0.139
O (27.217, 27.878, -15.366)  -0.118
C (28.544, 27.690, -14.838)  -0.252
C (29.173, 28.982, -14.435)  -0.182
N (28.745, 29.394, -13.115)  -0.017
C (27.326, 29.636, -12.936)  -0.282
C (26.666, 30.658, -13.749)  -0.196
O (27.467, 31.808, -13.436)  -0.193
C (27.295, 32.921, -14.339)  -0.089
H (27.182, 25.957, -16.083)  0.048
H (25.777, 27.040, -16.489)  0.146
H (26.017, 26.351, -14.831)  0.081
H (28.974, 27.223, -15.724)  0.036
H (28.615, 26.795, -14.219)  0.074
H (29.132, 29.733, -15.224)  0.144
H (30.254, 28.852, -14.373)  0.072
H (28.981, 30.376, -13.108)  0.104
H (27.045, 29.817, -11.899)  0.139
H (26.899, 28.637, -13.024)  0.054
H (25.669, 30.797, -13.330)  0.135
H (26.771, 30.155, -14.710)  0.120
H (28.024, 33.686, -14.070)  0.080
H (26.326, 33.401, -14.206)  0.081
H (27.461, 32.711, -15.395)  0.083
C (20.912, 25.676, -18.387)  -0.142
O (22.104, 25.287, -18.978)  -0.167
C (22.249, 23.846, -18.737)  -0.215
C (23.525, 23.230, -19.266)  -0.117
N (24.700, 23.762, -18.529)  -0.091
C (25.099, 25.093, -19.105)  -0.160
C (25.718, 24.923, -20.434)  -0.220
O (26.790, 25.839, -20.577)  -0.146
C (27.914, 25.541, -19.771)  -0.162
H (20.866, 25.862, -17.314)  0.103
H (20.058, 25.197, -18.865)  0.089
H (20.844, 26.660, -18.851)  0.099
H (21.397, 23.398, -19.250)  0.111
H (22.110, 23.547, -17.698)  0.018
H (23.608, 23.658, -20.265)  0.115
H (23.411, 22.168, -19.484)  0.120
H (24.443, 24.013, -17.585)  0.037
H (25.726, 25.701, -18.454)  0.117
H (24.222, 25.687, -19.363)  0.110
H (25.002, 25.143, -21.225)  0.124
H (26.076, 23.921, -20.670)  0.129
H (28.724, 26.163, -20.152)  0.113
H (28.208, 24.493, -19.727)  0.124
H (27.798, 26.030, -18.803)  -0.100
C (29.555, 23.459, -17.467)  -0.261
O (30.666, 22.655, -17.122)  -0.123
C (30.430, 21.819, -15.986)  -0.202
C (31.738, 21.224, -15.552)  -0.229
N (32.120, 20.313, -16.595)  -0.060
C (33.541, 19.928, -16.522)  -0.172
C (34.647, 21.027, -16.550)  -0.199
O (35.010, 21.285, -15.181)  -0.219
C (36.365, 21.758, -14.954)  -0.093
H (28.814, 22.836, -17.968)  0.127
H (29.897, 24.112, -18.270)  0.091
H (29.104, 24.063, -16.679)  -0.005
H (29.583, 21.155, -16.158)  0.138
H (30.031, 22.512, -15.245)  0.076
H (31.386, 20.615, -14.720)  0.101
H (32.450, 21.965, -15.187)  0.119
H (31.833, 20.678, -17.492)  0.100
H (33.668, 19.356, -17.440)  0.107
H (33.639, 19.296, -15.639)  0.120
H (34.345, 21.966, -17.014)  0.116
H (35.492, 20.682, -17.147)  0.107
H (36.519, 21.630, -13.883)  0.083
H (36.525, 22.785, -15.284)  0.079
H (37.148, 21.146, -15.402)  0.077
N (23.785, 25.797, -14.998)  0.055
C (23.746, 24.721, -14.191)  -0.216
C (23.137, 23.663, -14.859)  -0.051
C (22.955, 24.169, -16.154)  -0.115
C (23.398, 25.435, -16.321)  -0.034
H (24.250, 26.633, -14.673)  0.104
H (24.186, 24.892, -13.220)  0.141
H (22.806, 22.691, -14.523)  0.119
H (22.510, 23.526, -16.899)  0.034
H (23.240, 26.200, -17.067)  0.132

Entry 4:
ORCA calculation (ωB97M-V/def2-TZVPD) on the molecule C5H8O3.

The SMILES is C/C(O)=C(\C)C(=O)O. Its multiplicity is 1. The HOMO energy comes out at -8.98 eV. The calculation puts the energy above the lowest of the compared OMol25 structures with the same formula, charge and spin at 0.000 eV. The value obtained for the HOMO-LUMO gap is 0.352 Eh. The total energy comes out at -421.05607 Eh.

Each line ends with the Löwdin charge.
Geometry (Å):
C (-0.382, 1.461, -1.461)  0.001
C (-0.659, 0.811, -0.142)  -0.317
O (-1.564, 1.455, 0.588)  0.089
C (-0.013, -0.310, 0.279)  -0.164
C (0.998, -1.013, -0.589)  -0.051
C (-0.260, -0.786, 1.636)  -0.465
O (-1.247, -0.462, 2.285)  0.078
O (0.664, -1.576, 2.216)  0.126
H (-1.045, 2.310, -1.587)  0.088
H (-0.543, 0.763, -2.281)  0.088
H (0.643, 1.795, -1.512)  0.091
H (-1.742, 0.931, 1.408)  0.094
H (1.075, -2.069, -0.330)  0.082
H (1.991, -0.560, -0.505)  0.093
H (0.691, -0.960, -1.622)  0.071
H (1.392, -1.790, 1.618)  0.098

Entry 5:
ORCA calculation (ωB97M-V/def2-TZVPD) on the ion C6H14ClN2 with charge +1 at a distorted geometry.

Its multiplicity is 3. The total charge is +1. The HOMO energy (alpha / beta) comes out at -7.51 / -13.68 eV. The value obtained for the HOMO-LUMO gap (alpha / beta) is 0.172 / 0.229 Eh. The total energy comes out at -806.14674 Eh.

Each line ends with the Löwdin charge.
Geometry (Å):
C (-0.282, 0.882, -0.172)  -0.260
C (0.344, -0.348, -0.994)  -0.054
C (0.995, 0.818, 0.700)  -0.490
C (-2.278, 2.086, 0.411)  -0.042
C (0.594, -1.629, 1.127)  -0.004
C (2.664, -0.892, -0.139)  0.000
N (-1.761, 0.748, 0.296)  0.182
N (1.164, -0.648, 0.177)  -0.333
Cl (2.133, 1.977, -0.159)  0.536
H (1.328, 0.765, 1.671)  0.078
H (-0.366, 1.676, -0.782)  0.061
H (-0.356, -1.213, -1.270)  0.160
H (0.884, 0.019, -1.794)  0.098
H (-2.359, 0.071, -0.171)  0.150
H (-1.617, 2.761, 0.005)  0.062
H (-3.300, 2.206, -0.076)  0.141
H (-2.288, 2.442, 1.469)  0.142
H (-0.431, -1.533, 1.469)  0.098
H (0.713, -2.546, 0.457)  0.132
H (1.330, -1.764, 1.951)  0.115
H (2.948, -1.326, -1.051)  0.085
H (3.240, -0.032, -0.128)  0.001
H (3.086, -1.591, 0.703)  0.140

Entry 6:
ORCA calculation (ωB97M-V/def2-TZVPD) on a cluster of 2 separate species, C5H4N2S in total at a distorted geometry.

Its multiplicity is 1. The HOMO energy (alpha / beta) comes out at -7.91 / -9.01 eV. The calculation puts the energy above the lowest of the compared OMol25 structures with the same formula, charge and spin at 4.315 eV. The value obtained for the HOMO-LUMO gap (alpha / beta) is 0.216 / 0.290 Eh. The total energy comes out at -700.45731 Eh.

Each line ends with the Löwdin charge.
Geometry (Å):
C (0.749, -1.457, 0.934)  -0.319
C (-1.357, -1.383, -0.231)  -0.265
C (-0.223, 1.241, 0.162)  -0.657
C (0.803, 1.259, -0.895)  -0.113
C (-0.615, -1.298, 1.032)  -0.090
N (1.874, -1.595, 0.789)  0.158
N (-1.894, -1.686, -1.219)  0.137
S (-1.232, 2.118, 0.931)  0.836
H (1.160, 2.245, -0.808)  0.064
H (1.733, 0.676, -0.833)  0.090
H (0.134, 1.023, -1.730)  0.107
H (-1.132, -1.142, 1.869)  0.053